A structure of composition C31H26F6N4O5S4Zn in a non-equilibrium geometry, computed with ωB97M-V with the def2-TZVPD basis set.

## Properties
**HOMO**: -8.09 eV
**E**: -156831.4186 eV
**Relative energy (zero: lowest compared OMol25 entry of this formula, charge and spin)**: 0.472 eV

Each line ends with the Löwdin charge.
Geometry (Å):
Zn 0.275 0.652 -0.683  0.661
C 4.558 0.390 -0.774  -0.086
C 4.901 1.684 -0.397  -0.088
C 3.909 2.644 -0.270  -0.045
C 2.578 2.307 -0.523  -0.227
C 2.206 1.003 -0.843  -0.209
C 3.222 0.056 -0.965  -0.139
C 1.511 3.333 -0.442  -0.211
C 1.786 4.686 -0.788  0.006
C 0.798 5.612 -0.710  0.003
C -0.481 5.227 -0.245  -0.153
C -1.538 6.151 -0.078  -0.034
C -2.746 5.746 0.414  -0.076
C -2.939 4.390 0.754  -0.071
C -1.940 3.474 0.582  -0.040
C -0.682 3.863 0.066  -0.186
N 0.310 2.931 -0.081  0.140
H 5.331 -0.359 -0.901  0.099
H 5.935 1.942 -0.197  0.099
H 4.172 3.643 0.063  0.106
H 2.973 -0.973 -1.215  0.077
H 2.775 4.947 -1.136  0.111
H 0.978 6.644 -0.992  0.120
H -1.367 7.189 -0.346  0.114
H -3.553 6.456 0.541  0.103
H -3.895 4.070 1.152  0.108
H -2.099 2.432 0.825  0.070
F -2.888 2.705 -2.112  0.155
C -3.545 1.591 -1.814  -0.676
F -4.254 1.198 -2.860  0.163
F -4.364 1.828 -0.787  0.142
S -2.359 0.257 -1.334  0.612
O -1.876 0.700 -0.023  -0.365
O -3.138 -0.938 -1.374  -0.238
N -1.178 0.464 -2.378  -0.310
S -1.211 -0.370 -3.787  0.630
O -1.849 0.403 -4.803  -0.249
O -1.519 -1.756 -3.648  -0.248
C 0.591 -0.301 -4.148  -0.686
F 0.797 -0.885 -5.321  0.157
F 1.263 -0.969 -3.206  0.124
F 1.016 0.956 -4.193  0.152
C 0.057 1.338 5.627  -0.083
N 0.877 0.902 4.513  -0.064
C 0.405 0.607 3.286  -0.875
N -0.908 0.853 3.084  0.126
S 1.408 -0.059 2.111  0.719
H 0.673 1.383 6.520  0.087
H -0.766 0.642 5.809  0.088
H -0.358 2.335 5.455  0.084
H 1.837 0.653 4.661  0.111
H -1.414 1.478 3.689  0.093
H -1.263 0.728 2.151  0.054
O -0.106 -1.488 -0.523  -0.588
S -0.813 -2.493 0.360  1.046
C -1.330 -3.821 -0.723  -0.369
C -2.481 -4.526 -0.413  -0.078
C -2.891 -5.544 -1.262  -0.073
C -2.152 -5.840 -2.399  -0.070
C -0.998 -5.121 -2.694  -0.058
C -0.582 -4.102 -1.854  -0.069
C 0.487 -3.435 1.168  -0.384
C 1.793 -3.324 0.733  -0.086
C 2.777 -4.068 1.366  -0.060
C 2.446 -4.910 2.420  -0.077
C 1.128 -5.008 2.849  -0.075
C 0.140 -4.261 2.224  -0.080
H -3.057 -4.278 0.472  0.112
H -3.800 -6.092 -1.045  0.106
H -2.487 -6.622 -3.070  0.105
H -0.425 -5.351 -3.583  0.111
H 0.299 -3.512 -2.077  0.113
H 2.035 -2.643 -0.075  0.092
H 3.808 -3.977 1.047  0.109
H 3.218 -5.488 2.913  0.104
H 0.872 -5.658 3.677  0.105
H -0.892 -4.323 2.557  0.112

Force components x, y, z for each atom (eV/Å):
Zn 0.4730 -0.1333 0.4038
C -0.0317 0.0401 0.0411
C -0.0231 -0.0059 0.0044
C -0.0047 0.0349 -0.0478
C 0.1537 0.0321 -0.1017
C 0.0360 -0.2400 -0.0983
C 0.0800 -0.0157 -0.0493
C 0.1030 0.0157 0.0104
C 0.0085 -0.0750 0.1418
C 0.0295 -0.0177 0.0065
C -0.0070 -0.0301 -0.0124
C -0.0173 0.0533 -0.0225
C -0.0062 -0.0408 -0.0210
C 0.0345 0.0877 0.0367
C -0.0422 -0.0116 0.2327
C -0.1114 0.1838 0.0446
N -0.1532 0.0568 -0.0297
H -0.0211 0.0089 0.0341
H -0.0659 -0.0197 -0.0212
H 0.0022 -0.0126 -0.0813
H 0.0348 0.1184 -0.0230
H 0.0102 -0.0013 -0.0135
H -0.0247 -0.0145 0.0068
H -0.0009 -0.0608 0.0326
H 0.0305 -0.0092 -0.0004
H 0.0377 0.0152 -0.0373
H 0.0208 0.4473 0.0348
F -0.1136 0.0471 -0.0759
C 0.1594 -0.0586 0.1263
F -0.0392 0.0584 -0.0461
F -0.1113 0.0184 -0.0334
S -0.9276 0.2267 -0.2871
O 0.5492 -0.5088 -0.6653
O 0.2701 -0.0664 -0.0433
N -0.4360 -0.5138 0.7239
S 0.0494 0.1504 -0.2608
O -0.0056 0.0444 0.0275
O 0.0033 -0.0138 0.1364
C -0.0651 0.0652 0.3186
F 0.0611 -0.0149 -0.0958
F 0.0370 0.0701 -0.1931
F 0.0970 -0.0861 -0.0068
C 0.0216 -0.0357 -0.1244
N -0.1729 0.0253 0.0328
C 0.1372 -0.0927 0.0338
N 0.0261 0.0246 -0.0546
S -0.3984 0.1621 0.1579
H 0.0157 0.0073 -0.0018
H 0.0294 -0.0023 0.0130
H 0.0279 0.0190 0.0225
H 0.0722 0.0184 0.0265
H -0.0103 -0.0369 -0.0028
H 0.0140 -0.0324 -0.0772
O 0.0052 -0.3788 -0.0420
S 0.2880 0.0244 0.0091
C -0.0397 0.1624 -0.1031
C -0.0283 0.0701 0.0480
C -0.0154 -0.0515 -0.0071
C -0.0027 0.0488 0.0044
C -0.0065 -0.0330 0.0373
C 0.0447 0.0168 -0.0253
C -0.0615 0.1340 0.0181
C 0.0818 0.0897 -0.0675
C 0.0068 -0.0346 0.0637
C -0.0004 0.0121 -0.0248
C 0.0283 0.0140 -0.0128
C -0.0686 -0.0321 0.0678
H 0.0043 0.0292 -0.0778
H 0.0469 0.0040 -0.0028
H 0.0279 0.0123 0.0286
H -0.0374 0.0218 0.0032
H -0.0658 -0.0134 -0.0220
H -0.0418 -0.0190 0.0498
H -0.0395 -0.0121 -0.0081
H -0.0281 0.0228 -0.0089
H -0.0020 0.0187 -0.0317
H 0.0683 0.0122 -0.0179